[1]
Here is an isolated ion of composition C3H7N2OSe and charge +1 from OMol25. Energies are from ωB97M-V/def2-TZVPD.

Values from the calculation:
Maximum force (eV/Å): 0.87
Structure (SMILES): [NH3+][C@@H]1NC(=O)C[Se]1
Electronic energy (eV): -73591.733
Charge: +1
LUMO level (eV): -3.88
HOMO (eV): -13.601
Frontier orbital gap (eV): 9.723

Structure (XYZ):
```
14
Properties=species:S:1:pos:R:3:forces:R:3
C 1.39986 0.26416 -0.67751 -0.0181 -0.2219 0.1707
C 1.62410 -0.93388 0.21964 0.2672 -0.4031 0.1664
C -0.62154 0.53208 0.63573 -0.0024 -0.6714 0.5458
N 0.26117 0.98440 -0.32704 -0.1148 0.4502 -0.3450
N -1.88266 -0.12355 -0.05967 -0.0545 0.0310 0.1529
O 2.10099 0.57472 -1.58712 0.2303 0.0901 -0.1965
Se 0.31396 -0.90283 1.66662 -0.3211 0.6009 -0.5047
H 1.56144 -1.85919 -0.35690 -0.0553 0.1608 0.0135
H 2.62999 -0.87657 0.64015 -0.1431 0.0671 -0.0322
H -1.03588 1.30932 1.28244 0.0583 -0.1746 -0.1060
H 0.13842 1.87580 -0.79106 -0.0049 -0.0223 0.0467
H -2.42780 0.56909 -0.59090 0.1177 -0.1666 0.1267
H -2.48838 -0.55241 0.65290 0.1108 0.0746 -0.2659
H -1.57366 -0.86115 -0.70727 -0.0698 0.1851 0.2277
```
Positions in Å, forces in eV/Å.



[2]
Here is C25H48BrNO2P2Tc as an isolated structure from OMol25. Energies are from ωB97M-V/def2-TZVPD.

Values from the calculation:
Maximum force (eV/Å): 8.40
Electronic energy (eV): -123061.368
Multiplicity: 4
Charge: +4
LUMO level (spin up / spin down) (eV): -13.50 / -16.78
HOMO (spin up / spin down) (eV): -21.308 / -21.310
Frontier orbital gap (spin up / spin down) (eV): 7.813 / 4.532

Structure (XYZ):
```
80
Properties=species:S:1:pos:R:3:forces:R:3
Tc 0.28283 0.47369 -0.13068 -0.1690 -3.6794 3.4138
C 2.16353 0.04440 -0.32224 7.8517 -1.9801 -1.0347
O 3.27258 -0.28131 -0.51310 -5.1301 1.4964 0.8776
C -1.63146 0.28715 -0.04524 -8.3845 -0.4794 -0.0353
O -2.80637 0.18647 -0.02992 5.8217 0.4650 -0.0362
P 0.23395 2.43164 -1.12903 -0.5997 2.9070 -3.8999
C -0.19260 2.28567 -2.95283 0.0707 0.1356 -0.2726
H -0.34850 3.33430 -3.27412 0.0320 -0.5806 0.2466
C -1.16446 3.52040 -0.49961 -0.6705 -0.3755 0.8216
H -2.02787 2.82504 -0.48588 0.3267 0.2992 -0.1301
C 1.88759 3.29006 -1.22098 0.6894 -0.2440 0.4462
H 2.50085 2.60106 -1.82954 -0.3897 0.1549 0.0608
C 1.43502 -3.17770 0.94346 0.4004 0.9773 -0.0404
P -0.19551 -2.49379 0.31688 0.4581 -1.9515 -0.7216
H -0.70247 -4.26989 -1.17264 0.2464 0.4025 0.0178
H 2.14058 -2.90174 0.14334 -0.1936 -0.2044 0.1419
C -1.53192 -3.46892 1.21527 -0.4934 0.6833 0.5179
H -1.22780 -4.52102 1.05533 0.2319 0.5311 -0.2353
C -0.92586 3.98414 0.93588 0.0654 0.1562 0.1733
H -1.77931 4.61081 1.22516 0.2904 -0.0752 0.0545
H -0.00751 4.57875 1.02650 -0.3300 0.0386 -0.0179
H -0.87114 3.15843 1.65471 -0.1367 0.0551 -0.1521
C -1.51099 4.70176 -1.41076 0.2830 -0.0084 -0.3770
H -0.68730 5.42100 -1.46366 -0.3727 -0.1056 -0.0223
H -2.38379 5.20784 -0.97812 0.1644 -0.1455 -0.0175
H -1.78582 4.38595 -2.42223 -0.0087 0.1934 0.2481
C 1.78704 4.63645 -1.93690 -0.2450 0.2536 -0.1799
H 1.24397 4.57187 -2.88623 0.2046 0.1438 0.2086
H 2.80940 4.97255 -2.16254 -0.2119 -0.1136 0.0705
H 1.31513 5.40235 -1.30608 0.2454 -0.2356 -0.1741
C 2.59788 3.43538 0.12003 0.2027 0.1233 0.1907
H 3.58600 3.88510 -0.06432 -0.3187 -0.1009 0.1825
H 2.77335 2.46566 0.60651 0.0536 0.1542 -0.0388
H 2.04669 4.09257 0.80767 0.2753 -0.0747 -0.1973
C 0.99762 1.72676 -3.77548 -0.0718 0.1167 -0.0379
H 1.55587 2.56351 -4.22758 0.0040 -0.5065 0.2396
H 0.62925 1.10103 -4.60200 0.1051 0.2085 0.2756
H 1.68749 1.11349 -3.17000 -0.0775 0.1263 -0.3350
C -1.50278 1.52540 -3.20543 -0.0820 0.2810 0.0364
H -1.47698 0.48143 -2.86178 -0.0339 0.2515 -0.2071
H -1.68704 1.51472 -4.28931 -0.0045 -0.0408 0.3313
H -2.35645 2.02699 -2.73255 0.0730 -0.1714 -0.1042
C 1.35696 -4.69488 1.07269 -0.3267 -0.4294 -0.0441
H 0.96459 -5.17417 0.16916 0.1062 -0.0038 0.2016
H 0.73431 -4.99298 1.92557 0.1948 0.0345 -0.1669
H 2.36490 -5.09316 1.24371 -0.1365 0.1669 -0.0484
C 1.96318 -2.52760 2.22062 0.1689 0.0912 0.2459
H 1.29492 -2.65141 3.08025 0.1445 -0.1116 -0.1830
C -1.43332 -2.58417 -2.26862 -0.1906 -0.3320 -0.1261
H 2.15139 -1.45640 2.08869 0.0157 -0.0181 -0.0039
H 2.92690 -2.98556 2.48538 -0.2634 0.0985 -0.0676
C 1.00712 -3.28723 -2.10876 -0.0505 -0.2131 0.0397
H -1.20281 -1.53230 -2.49646 -0.1467 -0.4118 -0.2333
H -1.48272 -3.16761 -3.19864 0.1878 0.4191 0.0399
H -2.45136 -2.64667 -1.87128 0.3700 0.2555 0.0734
C -0.35252 -3.23967 -1.38929 -0.0828 0.3145 -0.1406
H 0.83767 -3.52124 -3.16742 0.1346 0.0610 0.2546
H 1.65795 -4.05969 -1.68421 -0.1149 0.1448 -0.2123
H 1.57000 -2.34167 -2.05288 -0.1870 -0.0682 -0.1397
C -2.90362 -3.22989 0.57727 -0.1120 -0.1439 -0.0769
H -3.10832 -2.16030 0.44438 -0.1351 -0.3385 0.1211
H -3.66663 -3.65692 1.23348 0.0245 0.1218 -0.0506
H -3.00826 -3.73276 -0.38516 -0.0069 0.0479 0.2021
C -1.60294 -3.23295 2.72274 0.0055 -0.0261 0.2241
H -2.10068 -2.28727 2.95057 -0.1839 -0.0318 -0.0157
H -0.64092 -3.24205 3.24061 -0.0181 -0.1595 -0.2019
H -2.20777 -4.03027 3.17364 0.0584 0.1944 -0.1093
H 0.13416 -0.75597 -1.52046 0.0806 1.7289 0.0853
H 0.23950 0.10319 -1.88388 -0.0179 -0.6118 0.5919
Br -0.05106 -1.54505 5.74303 0.2845 1.9019 -1.3096
C 0.29430 -0.03401 4.59800 -0.5341 -1.8262 1.4635
C 0.93628 1.08858 5.10769 0.6221 1.0333 0.0603
C 1.28536 2.09974 4.21792 -0.1909 -0.3546 0.5485
C 0.99591 1.92127 2.86522 0.2959 0.6155 -0.0384
N 0.35961 0.85250 2.38064 -0.5244 -1.0437 -0.8483
C -0.04594 -0.09312 3.24045 -0.0108 -0.0682 -1.4293
H 1.15921 1.14208 6.16336 0.1059 0.1648 0.1298
H 1.77282 3.01685 4.53311 -0.0028 -0.1621 0.1397
H 1.25735 2.67471 2.12079 0.0943 -0.1730 0.4581
H -0.62498 -0.91092 2.81848 0.1700 0.0514 0.2785
```
Positions in Å, forces in eV/Å.



[3]
Here is the molecule C18H29BrNO3P from OMol25. Energies are from ωB97M-V/def2-TZVPD.

Values from the calculation:
Maximum force (eV/Å): 7.38
Electronic energy (eV): -106082.750
Charge: 0
LUMO level (eV): -1.67
HOMO (eV): -5.481
Frontier orbital gap (eV): 3.813

Structure (XYZ):
```
53
Properties=species:S:1:pos:R:3:forces:R:3
C 1.18169 1.52302 2.64253 -0.5486 -1.1541 -1.0193
C 0.82427 0.36833 1.80545 0.7028 1.4137 0.5894
C 0.20180 0.63165 0.35821 1.1631 2.5023 1.5721
N 0.69051 -0.21669 -0.76453 0.7642 -1.7352 3.1912
C 0.60844 -1.68276 -0.28205 -0.3646 -1.8387 -0.4277
C -0.87363 -2.13440 0.10234 -2.4913 -0.8830 -2.0957
O -1.61676 -2.54020 -0.88132 1.3204 3.5079 6.3589
C -1.50980 -2.19285 1.55124 -0.5575 -1.7409 3.8167
C -1.35989 -3.55236 2.34430 -2.0964 2.4680 2.2045
C -2.00430 -3.71489 3.76942 -0.5693 2.7152 -1.4335
C -2.81274 -2.56600 4.46782 1.5576 0.8883 -3.8641
C -2.95328 -1.22812 3.69761 1.8819 -3.0853 -1.6052
C -2.30542 -1.07930 2.26826 0.1225 -2.3385 1.4772
O -0.02084 -0.25041 -1.92596 -1.6428 0.4895 -1.5474
C -0.94138 0.79315 -2.20536 -1.7499 1.6372 -1.8568
C -0.32484 2.25752 -2.53464 -0.2800 0.5991 0.6389
O -1.09430 3.25128 -1.76580 -0.0237 -0.6613 -1.8010
C -2.41212 3.44303 -2.33471 -2.1884 -0.6858 1.1805
C -3.47528 3.10065 -1.14076 0.6382 -0.5630 0.1250
P 2.38458 0.19403 -1.34345 2.2912 0.7593 -1.7418
C 3.24082 1.44014 -0.21942 1.2325 -0.2063 1.1735
C 3.50019 -1.36935 -1.24982 -0.3050 -0.6430 -0.5225
C 4.93722 -1.06130 -1.91941 0.2669 0.4809 0.1624
H 2.19854 2.05422 2.52563 -2.5305 0.4356 -0.8692
H 0.41250 1.84655 3.44135 2.3292 -1.4744 0.0071
H 0.98367 -0.65347 2.28272 -2.1952 1.2342 -0.5045
H 0.45543 1.73430 0.10141 -0.6246 -1.6504 0.4187
H -0.94107 0.60383 0.53650 1.9298 -0.4316 -0.6360
H 0.86275 -2.29089 -1.24030 -0.8949 0.7352 1.3026
H 1.41306 -1.95492 0.47353 -1.2073 0.9774 -0.6029
H -0.81252 -4.45949 1.90242 -0.9412 1.6982 0.6325
H -1.93134 -4.70890 4.34769 0.0185 1.7316 -1.2329
H -3.31228 -2.68846 5.49577 1.0058 0.0849 -1.8627
H -3.54875 -0.34845 4.13405 1.0832 -1.5594 -0.8091
H -2.48696 -0.08054 1.75427 0.3001 -1.5208 0.6730
H -1.83681 0.89908 -1.47722 1.8680 -0.2672 -0.7417
H -1.46554 0.49373 -3.19729 1.1787 -0.2183 1.7925
H -0.40278 2.54419 -3.64337 0.1796 -0.7635 1.5261
H 0.75839 2.39654 -2.21365 -1.3957 -0.3991 -0.3885
H -2.63314 4.50600 -2.68612 0.8470 -1.3088 0.4290
H -2.66679 2.70950 -3.18278 0.7583 1.1653 1.0258
H -3.71319 1.96666 -1.11247 0.3004 1.8348 -0.2149
H -4.45766 3.67006 -1.24569 1.3994 -0.7101 0.2083
H -2.94989 3.30945 -0.13029 -1.0134 0.0213 -1.6690
H 3.81429 0.88831 0.62345 -1.0754 1.0789 -1.0553
H 2.58474 2.27320 0.19927 0.7825 -1.2512 -0.5620
H 4.06717 1.95434 -0.84747 -1.5313 -0.9208 0.6990
H 2.99181 -2.13919 -1.94928 0.6455 1.1591 1.3021
H 3.56144 -1.80152 -0.19495 0.2048 0.5747 -1.4275
H 5.44611 -0.14638 -1.43103 -0.6941 -1.5862 -0.6240
H 4.87653 -0.82264 -3.03909 -0.2804 -0.3771 1.6465
H 5.62475 -1.98007 -1.82726 -1.1507 1.4452 0.0625
Br -0.75745 -3.18926 -2.83974 1.5802 -1.6641 -3.1008
```
Positions in Å, forces in eV/Å.



[4]
Here is C5H10BF4N2O7P2Re as an isolated structure from OMol25. Energies are from ωB97M-V/def2-TZVPD.

Values from the calculation:
Maximum force (eV/Å): 0.50
Electronic energy (eV): -54920.260
Multiplicity: 2
Charge: +1
LUMO level (spin up / spin down) (eV): -5.01 / -4.91
HOMO (spin up / spin down) (eV): -12.700 / -12.855
Frontier orbital gap (spin up / spin down) (eV): 7.688 / 7.949

Structure (XYZ):
```
32
Properties=species:S:1:pos:R:3:forces:R:3
Re 0.56522 -0.91731 0.48260 -0.3350 -0.3238 -0.1815
O -0.07505 -2.63809 -3.36405 -0.0070 0.0386 -0.0167
P 0.37284 -2.93813 -1.89469 0.0684 0.0618 -0.0305
O 0.12698 -4.25979 -1.35907 -0.0248 0.0199 -0.0078
O -0.20327 -1.67773 -1.09581 0.0530 -0.0118 0.1621
O 1.97403 -2.51920 -1.97118 0.0547 -0.0327 0.0686
P 2.65225 -1.93537 -0.66351 0.0299 0.0338 -0.0650
O 4.17712 -2.02600 -0.87420 -0.0044 -0.0187 0.0241
O 2.01616 -2.54889 0.55919 -0.0588 -0.0103 -0.0348
O 2.19586 -0.43207 -0.51744 0.0560 0.0397 -0.0396
H -0.46917 -3.40755 -3.79878 0.0268 -0.0023 -0.0082
H 4.51408 -2.59836 -1.57827 0.0001 -0.0202 0.0268
F 0.39629 0.55013 4.06424 -0.0335 -0.0065 -0.0023
B 1.23310 -0.25359 3.47889 0.0626 0.0319 -0.0082
F -0.25267 -1.40991 2.08847 0.0842 0.0003 0.0985
F 1.79710 -1.28368 4.02449 -0.0107 -0.0095 0.0117
F 1.66072 0.11221 2.21422 0.0658 0.0870 -0.0457
C -0.69647 4.36682 -0.15024 0.0055 0.0079 0.0055
C -1.00311 2.91635 -0.04407 -0.0260 -0.0252 -0.0073
C -2.21183 2.23463 -0.07335 0.0326 0.0105 0.0121
C -1.91397 0.88550 0.07146 -0.0148 0.0332 -0.0210
N -0.57767 0.73746 0.18620 -0.0634 0.1106 0.0698
N -0.05212 1.99338 0.13110 0.0261 -0.0034 -0.0172
C -2.84690 -0.27038 0.15174 0.0218 -0.0133 0.0092
H -1.49598 4.87804 -0.68015 0.0009 0.0013 -0.0009
H 0.23857 4.53817 -0.68230 0.0007 -0.0004 -0.0001
H -0.61155 4.80818 0.84362 -0.0023 0.0020 -0.0016
H -3.19003 2.66842 -0.18587 -0.0011 0.0051 0.0017
H 0.94830 2.11741 0.10627 -0.0026 0.0036 0.0064
H -3.85879 0.05912 -0.06814 -0.0039 -0.0071 0.0018
H -2.83835 -0.69951 1.15524 -0.0027 -0.0061 -0.0031
H -2.57169 -1.05024 -0.55662 0.0018 0.0043 -0.0067
```
Positions in Å, forces in eV/Å.



[5]
Here is a 2-piece molecular cluster, CH3ClINO overall from OMol25. Energies are from ωB97M-V/def2-TZVPD.

Values from the calculation:
Maximum force (eV/Å): 4.18
Electronic energy (eV): -25241.757
Charge: 0
LUMO level (spin up / spin down) (eV): 0.12 / -3.16
HOMO (spin up / spin down) (eV): -10.234 / -8.706
Frontier orbital gap (spin up / spin down) (eV): 10.357 / 5.544

Structure (XYZ):
```
8
Properties=species:S:1:pos:R:3:forces:R:3
C 0.71359 0.17509 -0.75824 0.6421 0.0310 0.8259
N -0.04847 -0.05237 1.27648 -2.4589 2.3537 2.4239
O 0.62536 -0.65834 0.39590 1.4013 -1.9357 -1.5426
Cl -0.24099 -0.98449 2.69875 0.2597 -0.3357 -0.2644
I -3.34853 0.47403 -0.46968 0.1660 -0.0244 0.0861
H 1.61835 -0.12824 -1.16883 1.8068 -0.1250 -0.8724
H 0.69725 1.21402 -0.51433 0.0815 0.5985 0.4044
H -0.01656 -0.03971 -1.46005 -1.8984 -0.5624 -1.0608
```
Positions in Å, forces in eV/Å.



[6]
Here is CsH30O19P as an isolated structure from OMol25. Energies are from ωB97M-V/def2-TZVPD.

Values from the calculation:
Maximum force (eV/Å): 2.84
Electronic energy (eV): -49237.038
Charge: -2
LUMO level (eV): 3.07
HOMO (eV): -3.996
Frontier orbital gap (eV): 7.070

Structure (XYZ):
```
51
Properties=species:S:1:pos:R:3:forces:R:3
Cs -2.29005 1.10871 -3.05203 0.3352 -0.3284 0.4627
P -0.05039 0.12204 -0.20889 1.5526 -1.3667 1.9502
O -0.70169 0.76262 1.03966 -0.3977 -0.6364 -1.0614
O 1.37247 -0.44241 0.20770 -1.4342 0.7260 -0.8562
O 0.11951 1.20520 -1.29081 -0.7779 -0.5841 -0.2719
O -0.87220 -1.11210 -0.72047 0.6411 1.9002 0.1330
O 2.24029 2.40557 -2.17275 -0.0162 0.3820 -0.0036
H 1.40896 2.06540 -1.74389 0.6569 0.0247 -0.3231
H 2.31986 1.88627 -2.97813 -0.0536 -0.2282 0.1139
O -1.31134 -3.38551 0.63321 0.3350 -0.1089 0.3912
H -2.06736 -3.08300 1.14626 -0.0709 0.1898 -0.1322
H -0.98707 -2.57160 0.17789 -0.2561 -0.5340 0.0279
O 0.89085 -0.33068 -3.21804 0.2991 -0.2782 -0.7335
H 0.64844 0.13762 -2.39897 0.1507 0.2865 -0.1579
H 1.59607 -0.93711 -2.95295 -0.0841 -0.1213 -0.0163
O -3.29144 -1.27616 0.08591 -1.0337 0.1349 0.1219
H -3.45794 -0.65785 0.80624 0.0375 -0.0475 0.0261
H -2.33129 -1.19981 -0.08832 0.1344 0.1111 -0.1796
O -2.02340 -2.21176 -2.77700 -0.6791 0.1372 -1.1533
H -1.54254 -1.78241 -2.05014 0.3388 -0.0244 0.4180
H -2.94395 -2.18662 -2.50569 -0.0414 -0.1983 0.3363
O -2.85190 2.23658 -0.10850 -1.0515 -0.1098 -0.6179
H -2.36069 3.06664 -0.19483 0.3808 -0.1551 -0.0791
H -2.17607 1.57920 0.10810 0.2568 0.0204 0.4729
O 3.11491 1.47960 0.43248 0.4277 0.2756 -0.0099
H 2.51116 0.71687 0.24718 0.0837 0.1872 -0.0159
H 3.17469 1.94755 -0.41271 -0.0689 -0.1457 -0.1456
O 3.54755 -1.46612 -1.12330 0.1936 -0.0155 -0.0174
H 2.77334 -1.18128 -0.59196 0.0519 -0.0711 -0.3343
H 4.29467 -1.02824 -0.70626 -0.0778 0.1330 0.0439
O 0.99037 2.97111 1.48007 0.0119 0.7068 -0.1265
H 1.76909 2.49072 1.13142 -0.0598 0.0079 0.2014
H 0.34919 2.27915 1.68255 0.0974 -0.1940 -0.0151
O 0.94905 -3.03974 -1.51147 -0.0038 0.0798 -0.6414
H 0.45899 -2.19666 -1.50653 0.2073 -0.6383 0.1664
H 1.28819 -3.13719 -0.60913 0.0280 0.0138 0.0447
O -0.68108 3.61375 -0.87604 -0.4351 1.2052 -0.1184
H -0.23915 3.76112 -0.02278 0.3461 -0.2885 -0.0885
H -0.40748 2.71420 -1.13836 0.2367 -0.0935 0.4336
O -1.80047 -0.81794 2.86038 0.1982 -0.1967 0.0428
H -1.19711 -1.48853 3.19788 0.0021 0.0003 -0.0543
H -1.30079 -0.38122 2.11701 -0.3326 0.0015 0.1645
O 1.57298 -2.93361 1.23964 0.1631 0.0451 0.1619
H 1.57131 -1.98095 0.97846 -0.1761 -0.3492 0.2556
H 0.65066 -3.12978 1.45605 -0.0397 -0.0202 -0.1442
O -2.20121 2.00711 2.91046 -0.0542 0.4561 0.0329
H -1.71983 1.78205 2.08783 -0.3210 -0.0184 0.5405
H -2.20879 1.18410 3.40829 0.1128 -0.1821 -0.1503
O 1.37014 0.13136 2.82726 1.2030 -0.1812 0.0486
H 1.60721 0.07691 1.86480 -0.5303 -0.1254 1.0057
H 0.42529 0.22681 2.83326 -0.4868 0.2158 -0.1488
```
Positions in Å, forces in eV/Å.